## w
# C5H13N2O

A gas-phase ion, C5H13N2O (charge +2) (ωB97M-V/def2-TZVPD, the Open Molecules 2025 dataset).

```
21
Properties=species:S:1:pos:R:3:lowdin_spin:R:1
C 1.0456 1.2880 1.1011 0.00
O 2.0611 0.9672 1.9894 0.00
C 0.8630 -0.0123 0.3249 0.01
C 0.2293 0.2066 -1.1040 0.03
C -1.1525 -0.3036 -1.3286 0.21
C -1.6322 -0.6406 -2.5608 0.46
N -2.0191 -0.3888 -0.2138 0.21
N 0.3072 -1.1453 1.1113 0.02
H 0.1369 1.6257 1.6810 0.00
H 1.2683 2.1554 0.4738 0.00
H 2.9265 1.2844 2.2549 0.00
H 1.8936 -0.3952 0.1053 0.00
H 0.8478 -0.2399 -1.9367 0.00
H 0.1938 1.3021 -1.1245 0.01
H -2.6351 -1.0253 -2.9068 0.01
H -0.9318 -0.6016 -3.4136 0.02
H -2.8760 -0.9121 -0.3961 0.00
H -1.9892 0.4847 0.2995 0.01
H 0.2802 -0.8109 2.1064 0.00
H 0.7756 -2.0421 1.0647 0.00
H -0.8167 -1.1694 0.8279 0.00
```

The total charge is +2. The value obtained for the LUMO energy (alpha / beta) is -8.21 / -12.20 eV. As for the HOMO energy (alpha / beta): -18.16 / -18.15 eV. The multiplicity is 2. The HOMO-LUMO gap (alpha / beta) comes out at 9.95 / 5.96 eV.

## x
# C5H13N2O

A gas-phase ion, C5H13N2O (charge +2) (ωB97M-V/def2-TZVPD, the Open Molecules 2025 dataset).

```
21
Properties=species:S:1:pos:R:3:lowdin_spin:R:1
N 1.3818 -0.9438 1.5451 0.00
C 0.9866 -1.4497 0.1716 0.02
C 0.5694 -0.4220 -0.8677 0.05
N -0.7370 0.2038 -0.5448 0.62
C -1.8843 -0.6277 -0.7743 0.08
C -0.8978 1.6125 -0.3998 0.07
C 0.1831 2.3197 0.4518 0.02
O 1.0188 1.7460 1.0903 0.00
H 1.3079 -1.6547 2.2788 0.00
H 0.8725 -0.0809 1.7547 0.00
H 2.3893 -0.7527 1.5082 0.00
H 1.8239 -2.0428 -0.1927 0.00
H 0.2371 -2.2280 0.3039 0.00
H 1.3158 0.3640 -1.0021 0.00
H 0.5497 -0.8373 -1.8755 0.02
H -2.6839 -0.5556 -0.0423 0.02
H -1.5742 -1.6702 -0.8258 0.00
H -2.3049 -0.3819 -1.7612 0.05
H -1.7920 1.7368 0.1960 0.01
H -0.9825 2.2650 -1.2713 0.04
H 0.2206 3.3993 0.2571 0.00
```

The total charge is +2. The value obtained for the LUMO energy (alpha / beta) is -7.36 / -11.71 eV. As for the HOMO energy (alpha / beta): -18.94 / -18.96 eV. The multiplicity is 2. The HOMO-LUMO gap (alpha / beta) comes out at 11.58 / 7.25 eV.

The calculated energies rank the structures as follows, beginning with the most stable: x, w.

## w
# C5H12N2

A gas-phase ion, C5H12N2 (charge +1) (ωB97M-V/def2-TZVPD, the Open Molecules 2025 dataset).

```
19
Properties=species:S:1:pos:R:3:lowdin_spin:R:1
C 1.2539 1.0551 -0.4179 0.00
C -0.3479 1.1428 -0.1725 0.01
C -0.8920 -0.2286 -0.0859 0.12
C -1.1938 -0.9575 -1.2243 0.54
C -0.0637 -0.4966 2.2590 0.03
N -0.9013 -0.8457 1.1342 0.20
N 1.7165 0.2417 -1.5255 0.02
H 1.8972 1.0281 0.4931 0.00
H 1.5330 2.0367 -0.8235 0.00
H -0.6688 1.8061 -0.9739 0.00
H -0.3989 1.7928 0.6972 0.01
H -1.7549 -0.5229 -2.0674 0.02
H -0.8858 -1.9846 -1.4403 0.02
H 0.9087 -0.1263 1.8613 0.01
H -0.4887 0.4359 2.6331 0.01
H 0.1727 -1.2838 2.9808 0.00
H -0.8503 -1.8353 0.8898 0.00
H 1.2625 -0.6744 -1.4214 0.00
H 1.3553 0.5187 -2.4343 0.00
```

The total charge is +1. The value obtained for the LUMO energy (alpha / beta) is -4.30 / -7.05 eV. As for the HOMO energy (alpha / beta): -13.78 / -13.77 eV. The multiplicity is 2. The HOMO-LUMO gap (alpha / beta) comes out at 9.48 / 6.72 eV.

## x
# C5H12N2

A gas-phase ion, C5H12N2 (charge +1) (ωB97M-V/def2-TZVPD, the Open Molecules 2025 dataset).

```
19
Properties=species:S:1:pos:R:3:lowdin_spin:R:1
C -0.0686 1.5052 2.0902 0.02
C -0.3638 0.2943 1.1662 0.07
C 0.4641 -0.0199 0.0233 0.34
C -0.0876 -0.4818 -1.1614 0.13
N 0.5627 -1.0763 -2.1377 0.29
C -0.0376 -1.3050 -3.4386 0.03
N 0.2247 1.0927 3.4426 0.01
H 0.7361 2.1346 1.7076 0.00
H -0.9910 2.1029 2.0691 0.00
H -0.2878 -0.5203 1.9122 0.04
H -1.4289 0.1840 0.9502 0.00
H 1.5333 0.1630 0.0178 0.01
H -1.1731 -0.5500 -1.2271 0.01
H 1.3542 -1.6719 -1.9261 0.01
H -1.1103 -1.4614 -3.3955 0.01
H 0.2278 -0.4430 -4.0546 0.02
H 0.4564 -2.1287 -3.9444 0.00
H -0.2802 0.3108 3.8271 0.00
H 0.2697 1.8706 4.0792 0.00
```

The total charge is +1. The value obtained for the LUMO energy (alpha / beta) is -3.55 / -6.83 eV. As for the HOMO energy (alpha / beta): -12.36 / -12.34 eV. The multiplicity is 2. The HOMO-LUMO gap (alpha / beta) comes out at 8.81 / 5.51 eV.

The calculated energies rank the structures as follows, beginning with the most stable: x, w.

## w
# C7H9N3O2

C7H9N3O2 in the gas phase (ωB97M-V/def2-TZVPD, the Open Molecules 2025 dataset).

```
21
Properties=species:S:1:pos:R:3:nbo_charge:R:1
N -2.0486 -0.3575 1.3853 -0.83
C -1.8932 -0.1801 -0.0713 -0.16
C -0.7831 -1.1205 -0.5755 -0.44
C 0.5283 -0.4780 -0.0181 0.19
C 1.7769 -1.0252 -0.5044 -0.20
C 2.9881 -0.5027 0.0024 -0.23
C 2.8162 0.5951 0.9335 0.02
N 1.6866 0.9851 1.4408 -0.19
N 0.6020 0.2867 1.0620 -0.27
C -1.7421 1.2131 -0.5607 0.76
O -1.6387 2.2214 0.1433 -0.58
O -1.7457 1.2953 -1.9290 -0.70
H -2.7291 0.2910 1.7217 0.37
H -1.1464 -0.2285 1.8177 0.40
H -2.8837 -0.4965 -0.6249 0.22
H -0.7584 -1.1415 -1.6986 0.24
H -0.8909 -2.1138 -0.1354 0.25
H 1.7355 -1.8542 -1.2316 0.22
H 4.0084 -0.8304 -0.2400 0.23
H 3.6837 1.2229 1.2057 0.20
H -1.5659 2.2184 -2.1229 0.50
```

The value obtained for the LUMO energy is 0.22 eV. As for the HOMO energy: -8.97 eV. The multiplicity is 1. The HOMO-LUMO gap comes out at 9.19 eV.

## x
# C7H9N3O2

2 unconnected molecules or ions with the total composition C7H9N3O2 (ωB97M-V/def2-TZVPD, the Open Molecules 2025 dataset).

```
21
Properties=species:S:1:pos:R:3:nbo_charge:R:1
O -3.4275 0.4196 -0.9181 -0.27
N -3.1526 0.2939 0.1970 0.54
N -2.9260 -0.3173 1.2085 0.04
O -2.8602 1.1838 1.2481 -0.31
C 2.0330 1.9426 0.6584 -0.63
C 1.2118 0.9048 -0.0406 0.04
C 0.7570 1.0916 -1.3430 -0.28
C 0.0205 0.0836 -1.9392 0.05
N -0.2708 -1.0574 -1.3393 -0.45
C 0.1584 -1.2571 -0.1008 0.22
C -0.1948 -2.5716 0.5193 -0.65
C 0.8974 -0.2951 0.5825 -0.27
H 1.8469 2.9324 0.2493 0.22
H 1.8177 1.9494 1.7241 0.22
H 3.0923 1.7159 0.5298 0.23
H 0.9720 2.0031 -1.8826 0.22
H -0.3650 0.1901 -2.9459 0.19
H 0.6543 -3.2523 0.4521 0.22
H -0.4568 -2.4515 1.5668 0.22
H -1.0274 -3.0145 -0.0207 0.23
H 1.2199 -0.4940 1.5944 0.21
```

The value obtained for the LUMO energy is 0.57 eV. As for the HOMO energy: -9.39 eV. The multiplicity is 1. The HOMO-LUMO gap comes out at 9.96 eV.

The calculated energies rank the structures as follows, beginning with the most stable: w, x.